Record 1
Formula: C15H23N3O3
Source: the Open Molecules 2025 dataset
Level of theory: wB97M-V/def2-TZVPD

HOMO energy (Eh): -0.3343
LUMO (eV): 0.5
Maximum force (eV Å⁻¹): 5.13
Energy above the lowest of the compared OMol25 structures with the same formula, charge and spin (kJ/mol): 502.9
HOMO-LUMO gap (eV): 9.58

ORCA input file:
```
! RIJCOSX wB97M-V def2-TZVPD def2/J DEFGRID3
* xyz 0 1
O 1.03575 -3.41093 -0.86419
O 3.25940 -3.35243 -0.69861
O 0.28045 -0.77361 2.66458
N 1.32277 4.08483 -0.36765
N 1.78242 -1.23110 1.06896
N -0.76774 -2.21401 -0.08207
C 0.53711 -1.00651 1.50062
C 2.15229 -2.85412 -0.67107
C -3.03361 -0.30697 0.35177
C -5.50699 0.08468 -0.96872
C -0.59082 -0.97084 0.51015
C 2.58747 3.30657 -0.00371
C 2.52092 1.77641 -0.39949
C -5.51540 0.06269 0.40295
C -3.08896 -0.05644 -1.03845
C 3.51012 -0.63972 -0.58591
C -4.25156 -0.25066 0.94404
C 3.72925 0.88089 -0.01823
C 2.22634 -1.40379 -0.25659
C -1.85543 -0.51116 1.25225
C -4.26418 0.10799 -1.72356
H 4.30518 -1.21546 -0.14119
H 2.66656 3.47850 1.13707
H 2.29199 1.77577 -1.43423
H -6.37293 0.28294 1.20492
H -1.52789 0.45106 1.78155
H -4.32514 -0.74476 1.91692
H 3.89829 0.91066 1.02810
H 1.57430 -0.91036 -0.90093
H 0.39724 -2.67829 -0.47816
H 2.61015 -1.16975 1.60630
H 3.66009 3.71809 -0.54260
H -4.22159 0.30255 -2.81119
H 0.80410 4.16216 0.54129
H -1.95871 -1.20460 2.10669
H -0.30547 -0.34568 -0.32491
H -1.11819 -2.94335 0.64166
H 1.60038 1.22623 0.09062
H 4.61514 1.32630 -0.44115
H 3.85597 -0.56782 -1.55969
H -1.58299 -2.18380 -0.74469
H -2.22387 -0.19777 -1.65912
H -6.47805 0.16134 -1.57168
H 1.76581 5.04427 -0.46263
*
```

Results of the natural (NBO) charge analysis, in e, for atoms 1 through 2: atom 1 (O): -0.67, atom 2 (O): -0.63

---

Record 2
Formula: C4H10N2O2
Source: the Open Molecules 2025 dataset
Level of theory: wB97M-V/def2-TZVPD

HOMO energy (Eh): -0.3374
LUMO (eV): 0.5
Maximum force (eV Å⁻¹): 5.62
Energy above the lowest of the compared OMol25 structures with the same formula, charge and spin (kJ/mol): 257.0
SMILES: CC(N)=O.CC(N)=O
HOMO-LUMO gap (eV): 9.72

ORCA input file:
```
! RIJCOSX wB97M-V def2-TZVPD def2/J DEFGRID3
* xyz 0 1
O -0.85674 0.94338 -0.33812
O 0.32803 -2.58086 2.33559
N 2.26039 -1.28238 1.48223
N -2.27002 1.91422 -1.74331
C 0.94318 -1.82484 1.52336
C -0.89732 1.74811 -1.30219
C 0.08980 -1.74564 0.18831
C 0.36680 2.48124 -1.71463
H -2.53664 2.43612 -2.53884
H 1.16331 1.68081 -1.80459
H -2.96113 1.57991 -1.00947
H 2.04734 -0.51212 0.90527
H 0.29001 2.78785 -2.75371
H -0.92809 -2.01778 0.40885
H 0.61026 -2.61558 -0.47604
H 2.42822 -0.89861 2.40381
H 0.87977 3.11652 -1.04916
H 0.28932 -0.83323 -0.40747
*
```

Results of the natural (NBO) charge analysis, in e, for atoms 1 through 2: atom 1 (O): -0.63, atom 2 (O): -0.60

---

Record 3
Formula: C34H40GeN6O4S2Ti
Source: the Open Molecules 2025 dataset
Level of theory: wB97M-V/def2-TZVPD

HOMO energy (alpha / beta) (Eh): -0.4693 / -0.4847
LUMO (alpha / beta) (eV): -5.5 / -6.8
Maximum force (eV Å⁻¹): 0.55
Energy above the lowest of the compared OMol25 structures with the same formula, charge and spin (kJ/mol): 35.8
HOMO-LUMO gap (alpha / beta) (eV): 7.29 / 6.42

ORCA input file:
```
! RIJCOSX wB97M-V def2-TZVPD def2/J DEFGRID3
* xyz 2 3
Ge -1.58577 0.65694 -2.66384
Ti -0.11017 -0.02386 -0.29422
S 2.47338 -0.80260 3.67575
S 2.84427 -1.87084 0.95135
O 0.49058 2.02856 -0.73367
O 0.49005 2.50908 4.44462
O 1.72469 0.29380 -1.11293
O -1.24971 0.89995 0.95857
N 0.86646 -0.24376 1.62776
N 0.34624 0.65189 2.56642
N 1.89429 5.38994 0.23387
N 3.90783 1.43160 0.05315
N 0.95884 5.52982 2.34211
N -0.23510 4.58065 0.61815
C 0.25504 3.46671 -5.17750
C -1.68611 -2.57735 2.15088
C 1.77815 5.47567 -1.23046
C -2.42847 4.59915 4.07296
C 3.27079 3.32967 -1.49344
C -0.25969 4.67394 -4.72506
C -0.06312 -3.49971 0.62329
C -1.08191 -1.00625 -3.49961
C -1.23917 4.07560 4.54585
C -0.68042 2.93589 3.95639
C 2.17976 4.24187 -2.05898
C 0.60704 -2.48806 -4.39047
C -1.51676 3.51051 -3.03815
C -1.33755 2.33486 2.86518
C 2.86245 2.33414 -0.38549
C -1.14605 4.69613 -3.65398
C -1.79988 -2.03563 -0.18945
C -1.00872 2.29027 -3.49082
C 1.64954 1.53350 -0.79332
C -3.09369 4.00030 3.00288
C 3.67348 -2.78132 2.28345
C -0.36299 -3.45490 -4.62087
C -0.66485 -2.81724 -0.43168
C 3.97478 -1.77886 3.37969
C -2.54728 2.87686 2.41465
C -0.57717 -3.38182 1.90475
C -2.04763 -1.99289 -3.72305
C 1.91802 -0.88476 2.03709
C -1.68928 -3.20726 -4.28752
C 0.87253 5.16419 1.06386
C 0.25269 -1.27125 -3.82669
C -0.72724 1.22646 2.11905
C -2.30275 -1.90733 1.10777
C -0.11493 2.27837 -4.56264
H -1.00651 4.43520 1.25829
H -1.56990 5.63453 -3.31910
H 0.26489 5.21932 3.01014
H 4.58451 -3.21027 1.86947
H -2.08105 -2.49406 3.15467
H 1.28892 3.66555 -2.31109
H 0.26889 1.34128 -4.94790
H -3.04509 2.39793 1.58167
H 1.67375 6.16157 2.65944
H 2.53147 2.90091 0.48843
H 4.26434 0.87243 -0.71380
H 0.76970 1.71142 3.94496
H 0.74613 5.74572 -1.45485
H -0.12156 -3.92693 2.72157
H -0.08654 -4.40262 -5.06334
H 4.23162 -2.27396 4.31491
H -3.01540 0.68954 -2.10859
H 0.78959 -4.13586 0.43225
H 2.38564 6.33118 -1.52260
H -3.17886 -1.29974 1.28858
H 2.73492 5.75665 0.64987
H 4.10002 3.92145 -1.09422
H -0.73038 4.50799 5.39861
H 1.02296 -0.53133 -3.63815
H 1.63916 -2.68157 -4.65139
H 0.92977 3.44692 -6.02328
H -2.23083 3.53822 -2.22138
H -2.44520 -3.95859 -4.47267
H 2.54576 4.62736 -3.01156
H 3.69543 2.74803 -2.31597
H -2.33990 -1.60914 -1.02691
H -0.29945 -2.93699 -1.44749
H -3.08745 -1.81484 -3.47174
H 3.02702 -3.58337 2.63794
H 4.68317 1.95189 0.44502
H -0.16491 3.92221 -0.15032
H -2.85129 5.47309 4.55121
H 4.78166 -1.10599 3.09436
H 0.01479 5.59692 -5.21924
H -4.03401 4.39997 2.65023
*
```

Results of the Löwdin charge analysis, in e, for atoms 1 through 2: atom 1 (Ge): 1.07, atom 2 (Ti): 1.03

---

Copy entry 1 word for word.
Formula: C15H23N3O3
Source: the Open Molecules 2025 dataset
Level of theory: wB97M-V/def2-TZVPD

HOMO energy (Eh): -0.3343
LUMO (eV): 0.5
Maximum force (eV Å⁻¹): 5.13
Energy above the lowest of the compared OMol25 structures with the same formula, charge and spin (kJ/mol): 502.9
HOMO-LUMO gap (eV): 9.58

ORCA input file:
```
! RIJCOSX wB97M-V def2-TZVPD def2/J DEFGRID3
* xyz 0 1
O 1.03575 -3.41093 -0.86419
O 3.25940 -3.35243 -0.69861
O 0.28045 -0.77361 2.66458
N 1.32277 4.08483 -0.36765
N 1.78242 -1.23110 1.06896
N -0.76774 -2.21401 -0.08207
C 0.53711 -1.00651 1.50062
C 2.15229 -2.85412 -0.67107
C -3.03361 -0.30697 0.35177
C -5.50699 0.08468 -0.96872
C -0.59082 -0.97084 0.51015
C 2.58747 3.30657 -0.00371
C 2.52092 1.77641 -0.39949
C -5.51540 0.06269 0.40295
C -3.08896 -0.05644 -1.03845
C 3.51012 -0.63972 -0.58591
C -4.25156 -0.25066 0.94404
C 3.72925 0.88089 -0.01823
C 2.22634 -1.40379 -0.25659
C -1.85543 -0.51116 1.25225
C -4.26418 0.10799 -1.72356
H 4.30518 -1.21546 -0.14119
H 2.66656 3.47850 1.13707
H 2.29199 1.77577 -1.43423
H -6.37293 0.28294 1.20492
H -1.52789 0.45106 1.78155
H -4.32514 -0.74476 1.91692
H 3.89829 0.91066 1.02810
H 1.57430 -0.91036 -0.90093
H 0.39724 -2.67829 -0.47816
H 2.61015 -1.16975 1.60630
H 3.66009 3.71809 -0.54260
H -4.22159 0.30255 -2.81119
H 0.80410 4.16216 0.54129
H -1.95871 -1.20460 2.10669
H -0.30547 -0.34568 -0.32491
H -1.11819 -2.94335 0.64166
H 1.60038 1.22623 0.09062
H 4.61514 1.32630 -0.44115
H 3.85597 -0.56782 -1.55969
H -1.58299 -2.18380 -0.74469
H -2.22387 -0.19777 -1.65912
H -6.47805 0.16134 -1.57168
H 1.76581 5.04427 -0.46263
*
```

Results of the natural (NBO) charge analysis, in e, for atoms 1 through 2: atom 1 (O): -0.67, atom 2 (O): -0.63